A 6-piece molecular cluster, C34H55BN10O8 overall, computed with ωB97M-V/def2-TZVPD.

Structure (XYZ):
```
108
Properties=species:S:1:pos:R:3:forces:R:3
O 12.427 -29.285 35.714 -0.08 0.12 -0.06
C 11.544 -30.057 35.458 0.13 0.29 0.15
O 11.343 -30.699 34.326 0.22 -0.09 0.63
B 10.277 -31.714 34.526 -0.52 0.15 -0.69
O 9.767 -31.459 35.899 0.13 0.03 0.21
C 10.473 -30.516 36.482 0.26 -1.00 -0.30
O 10.406 -30.201 37.642 -0.03 0.37 0.11
O 10.776 -33.097 34.360 0.21 0.05 0.28
C 10.063 -33.705 33.413 -0.58 -0.24 -0.27
O 10.143 -34.840 33.040 0.55 0.23 0.31
C 9.053 -32.679 32.862 -0.12 0.37 -0.21
O 9.240 -31.536 33.524 0.08 -0.20 0.24
O 8.284 -32.859 31.975 0.05 -0.10 0.02
C 10.959 -38.191 34.011 -0.17 -0.19 0.13
C 11.565 -38.564 32.668 -0.54 0.17 0.01
N 13.030 -38.503 32.656 -0.09 -0.28 0.47
C 13.841 -39.367 33.366 -0.50 -0.26 -0.56
C 15.109 -39.028 33.068 0.74 0.55 0.52
N 15.065 -37.899 32.281 0.07 -0.19 -0.31
C 13.792 -37.629 32.020 -0.41 0.14 0.03
C 16.227 -37.164 31.773 -0.19 -0.17 -0.43
H 9.885 -38.368 33.949 -0.01 0.02 -0.03
H 11.093 -37.144 34.282 0.18 0.01 -0.15
H 11.329 -38.837 34.808 0.09 0.05 0.00
H 11.178 -37.910 31.889 0.19 0.07 -0.05
H 11.263 -39.575 32.401 0.18 -0.06 -0.04
H 13.418 -40.183 33.923 0.13 -0.03 0.08
H 16.062 -39.397 33.408 -0.10 -0.22 0.00
H 13.385 -36.842 31.409 0.24 0.06 -0.08
H 16.206 -36.145 32.147 0.17 -0.03 0.13
H 16.199 -37.156 30.685 -0.01 0.03 0.02
H 17.125 -37.695 32.070 0.04 0.14 0.17
C 9.415 -27.914 43.636 -0.38 0.40 -0.40
C 10.607 -27.181 43.046 0.33 -1.27 -0.31
N 10.458 -26.916 41.591 -1.09 0.94 0.35
C 10.569 -25.661 41.031 1.10 -0.09 0.07
C 10.203 -25.750 39.732 -0.66 -0.09 0.19
N 9.685 -27.020 39.573 0.27 -0.29 -0.36
C 9.869 -27.702 40.692 -0.23 -0.01 0.33
C 8.955 -27.509 38.403 0.56 0.89 -0.94
H 9.588 -28.014 44.704 -0.14 -0.23 0.02
H 9.255 -28.884 43.166 0.26 -0.18 0.27
H 8.485 -27.365 43.471 0.09 0.19 0.21
H 11.475 -27.840 43.105 0.14 0.24 0.33
H 10.812 -26.258 43.576 0.01 0.20 -0.27
H 10.955 -24.839 41.609 0.04 0.04 -0.10
H 10.206 -25.020 38.944 -0.18 0.04 0.01
H 9.462 -28.679 40.881 0.18 -0.10 -0.04
H 8.417 -28.425 38.602 -0.13 0.07 0.19
H 9.640 -27.668 37.569 0.20 -0.32 0.25
H 8.338 -26.682 38.052 -0.52 -0.28 0.30
C 9.173 -33.568 29.023 0.44 0.02 0.38
C 10.497 -32.957 28.609 -0.19 0.16 -0.61
N 11.129 -32.257 29.739 0.74 0.10 -0.18
C 10.760 -31.043 30.270 -0.31 0.13 -0.07
C 11.642 -30.742 31.250 -0.24 -0.55 0.65
N 12.471 -31.843 31.392 0.58 1.11 -0.58
C 12.221 -32.663 30.373 -0.29 -0.55 0.67
C 13.574 -31.974 32.357 0.10 0.08 -0.73
H 8.627 -33.931 28.159 -0.06 0.04 -0.05
H 8.605 -32.811 29.560 -0.31 -0.15 -0.15
H 9.357 -34.392 29.714 -0.18 -0.03 0.00
H 10.361 -32.231 27.807 0.01 0.11 0.10
H 11.214 -33.683 28.227 0.02 -0.08 0.16
H 9.872 -30.521 29.957 0.11 0.05 -0.18
H 11.726 -29.895 31.905 -0.15 -0.03 0.04
H 12.841 -33.512 30.141 -0.28 -0.17 -0.10
H 13.376 -32.840 32.981 0.11 0.07 0.16
H 13.654 -31.063 32.939 -0.26 -0.05 0.13
H 14.506 -32.069 31.800 -0.01 -0.21 0.11
C 14.524 -29.398 38.754 -0.67 -0.04 0.29
C 13.383 -28.516 39.271 0.40 -0.47 -0.20
N 13.509 -27.132 38.797 -0.57 -0.09 0.21
C 12.854 -26.610 37.702 -0.47 -0.31 0.14
C 13.064 -25.283 37.711 0.83 0.85 -0.51
N 13.914 -25.008 38.761 -0.39 -0.26 0.34
C 14.123 -26.140 39.420 0.40 0.53 0.25
C 14.468 -23.707 39.134 -0.01 0.14 0.67
H 15.501 -28.959 38.936 0.02 0.09 -0.14
H 14.340 -29.592 37.699 0.36 0.00 -0.07
H 14.487 -30.338 39.307 0.04 -0.06 -0.13
H 13.334 -28.533 40.359 0.09 0.29 0.00
H 12.429 -28.882 38.890 -0.01 0.00 -0.01
H 12.248 -27.204 37.041 0.19 -0.24 -0.04
H 12.816 -24.516 36.997 -0.17 -0.05 0.02
H 14.687 -26.160 40.340 0.06 -0.39 -0.07
H 15.037 -23.327 38.294 -0.06 0.32 0.07
H 15.102 -23.809 40.016 0.30 -0.35 -0.31
H 13.690 -23.042 39.507 -0.19 0.10 -0.66
C 7.193 -32.169 39.301 1.23 0.03 -0.35
C 8.322 -32.737 40.149 -0.48 -0.45 0.96
N 9.097 -33.769 39.450 0.39 0.58 0.14
C 8.895 -35.125 39.483 -0.41 -0.03 -0.36
C 9.861 -35.690 38.718 0.11 -0.06 0.01
N 10.626 -34.661 38.225 0.85 0.47 0.88
C 10.179 -33.507 38.721 -0.12 -0.70 0.08
C 11.866 -34.767 37.472 -0.19 -0.13 -1.64
H 6.580 -33.004 38.970 -0.48 0.23 0.21
H 7.604 -31.711 38.398 -0.06 0.13 0.04
H 6.684 -31.412 39.888 -0.45 -0.17 -0.10
H 7.883 -33.206 41.034 0.04 -0.26 -0.17
H 9.031 -32.043 40.604 0.01 0.33 -0.55
H 8.030 -35.551 39.963 0.13 -0.09 0.17
H 10.137 -36.718 38.561 -0.23 -0.04 -0.18
H 10.715 -32.576 38.663 -0.33 0.21 -0.25
H 11.585 -35.034 36.447 0.13 -0.19 0.13
H 12.577 -35.499 37.839 -0.21 -0.01 0.45
H 12.345 -33.799 37.348 -0.07 0.10 0.49
```
Forces are in eV/Å.

Output
- LUMO: -7.893 eV
- Highest occupied orbital energy: -17.66 eV
- Gap between HOMO and LUMO: 0.3588 hartree
- Charge: +4
- Molar mass: 742.69 g/mol

Mulliken population analysis, charges in e, atoms 1 to 2: number 1, O, carries -0.62; number 2, C, carries 0.17



A 2-piece molecular cluster, C3H5N3 overall, computed with ωB97M-V/def2-TZVPD.

Structure (XYZ):
```
11
Properties=species:S:1:pos:R:3:forces:R:3
C -2.116 -0.650 0.108 -0.02 0.01 0.06
C -1.434 -0.806 -1.175 0.48 -0.08 -0.86
N -0.861 -0.903 -2.175 -0.59 0.09 0.98
N 3.269 0.683 1.214 -0.20 0.06 -0.14
N 2.242 0.735 0.525 -0.43 0.00 -0.15
C 1.167 0.685 0.009 0.68 0.02 0.24
H -1.414 -0.215 0.827 -0.11 -0.07 -0.11
H -2.975 0.015 -0.002 0.13 -0.10 0.00
H -2.459 -1.620 0.476 0.06 0.13 -0.07
H 3.685 1.617 1.251 -0.04 -0.07 -0.01
H 0.904 0.479 -1.020 0.05 0.01 0.08
```
Forces are in eV/Å.

Output
- LUMO: 0.748 eV
- Highest occupied orbital energy: -9.15 eV
- Gap between HOMO and LUMO: 0.3638 hartree
- Molar mass: 83.09 g/mol

natural (NBO) population analysis, charges in e, atoms 1 to 2: number 1, C, carries -0.73; number 2, C, carries 0.30